Record 1
Below is one molecule with the formula C3H8N4O, with properties calculated with ωB97M-V/def2-TZVPD.

The calculation puts the energy above the lowest of the compared OMol25 structures with the same formula, charge and spin at 307.3 kJ/mol. Its structure (SMILES) is C=NNCC(=O)NN. Its charge is 0. As for the spin multiplicity: 1.

```
16
Properties=species:S:1:pos:R:3:forces:R:3
C -2.439241 0.517683 1.291391 0.513 0.188 -1.095
N -1.512883 0.512880 0.394720 0.344 0.102 1.499
N -0.252783 0.995272 0.860996 -1.142 -0.858 0.714
C 0.724646 1.222037 -0.144618 -0.444 -0.110 -2.001
C 1.121636 -0.023108 -0.949603 0.717 0.231 0.858
O 1.636713 0.020143 -2.046856 -0.118 0.292 -0.245
N 0.944621 -1.165977 -0.248665 -0.189 -0.475 -0.898
N 0.894589 -2.359125 -1.071201 -0.160 0.184 1.334
H -3.390220 0.023459 0.980527 0.775 0.731 0.591
H -2.266961 1.023871 2.278552 -0.441 -0.725 -0.715
H -0.368633 1.793212 1.452884 -0.026 0.366 0.501
H 1.614215 1.709416 0.210960 0.321 0.017 0.588
H 0.301788 1.875923 -0.880276 -0.019 0.643 -0.824
H 0.185833 -1.012924 0.396860 -0.218 -0.861 0.198
H 1.338153 -2.078715 -1.940142 0.155 -0.070 -0.024
H 1.468526 -3.054045 -0.585529 -0.067 0.344 -0.479
```
Forces are in eV/Å.

Löwdin population analysis, charges in e, atoms 1 to 8: -0.051, -0.034, -0.111, -0.138, -0.504, 0.053, -0.004, 0.049


Record 2
Below is one molecule with the formula C3H8N4O, with properties calculated with ωB97M-V/def2-TZVPD.

The calculation puts the energy above the lowest of the compared OMol25 structures with the same formula, charge and spin at 177.0 kJ/mol. Its structure (SMILES) is [H]/N=C(/N)CNNC=O. Its charge is 0. As for the spin multiplicity: 1.

```
16
Properties=species:S:1:pos:R:3:forces:R:3
H 1.708265 0.385405 1.275544 0.008 -0.231 0.083
N 2.102248 0.986561 0.561567 -1.000 0.105 -0.872
C 1.282615 1.068620 -0.424548 1.239 0.388 -0.242
N 1.628867 1.934056 -1.492329 -1.259 -0.953 -0.924
C -0.062747 0.326617 -0.566038 0.322 0.547 -1.384
N -0.488843 -0.164058 0.724185 -0.411 0.611 0.395
N -1.566687 -1.038717 0.653201 -0.684 -0.030 0.093
C -1.491276 -2.294983 1.208869 1.107 0.589 -0.658
O -2.388220 -3.083094 1.138844 -0.577 -0.511 0.363
H 2.623320 2.109363 -1.615991 -0.413 -0.121 0.286
H 1.116821 1.812323 -2.402796 0.842 0.081 1.563
H 0.021550 -0.526996 -1.290498 0.177 0.614 0.791
H -0.769569 1.044039 -1.072513 0.283 -0.504 0.580
H -0.750770 0.639267 1.305320 0.261 -0.409 -0.085
H -2.498753 -0.693349 0.384241 0.677 -0.309 0.069
H -0.466821 -2.505052 1.612943 -0.573 0.134 -0.059
```
Forces are in eV/Å.

Löwdin population analysis, charges in e, atoms 1 to 8: 0.025, 0.107, -0.476, 0.071, -0.170, -0.087, -0.029, -0.357


Record 3
Below is one molecule with the formula C3H8N4O, with properties calculated with ωB97M-V/def2-TZVPD.

The calculation puts the energy above the lowest of the compared OMol25 structures with the same formula, charge and spin at 517.5 kJ/mol. Its charge is 0. As for the spin multiplicity: 1.

```
16
Properties=species:S:1:pos:R:3:forces:R:3
C -1.143442 0.998831 1.110735 -0.095 0.305 0.113
N -0.013069 0.898927 0.222866 -0.764 -0.473 0.227
C 0.072879 -0.414104 -0.476735 0.259 0.451 -0.161
N 1.940623 0.601139 -1.226134 1.880 0.600 0.927
N -1.100783 -1.048168 -0.985476 0.066 0.121 0.352
C 0.748178 -1.278660 0.584509 -0.223 -0.056 0.457
N 0.871197 0.038831 -1.608055 -1.666 -0.877 -0.751
O 0.134151 -2.044739 1.291226 0.302 0.226 -0.463
H 1.939524 0.924584 -0.235539 0.222 0.108 -0.634
H 2.434177 1.141145 -1.931672 -0.173 -0.050 0.268
H -1.753159 -0.378010 -1.371084 0.046 -0.032 -0.046
H -1.544389 -1.610468 -0.270407 -0.015 0.019 0.017
H 1.792019 -0.987230 0.819591 -0.044 -0.198 -0.081
H -2.108245 1.017618 0.581316 0.164 -0.071 -0.042
H -1.206743 0.188548 1.856347 0.086 0.006 -0.188
H -1.062915 1.951757 1.638512 -0.045 -0.079 0.003
```
Forces are in eV/Å.

Löwdin population analysis, charges in e, atoms 1 to 8: -0.152, 0.019, -0.639, 0.023, 0.109, -0.194, 0.042, 0.055


Record 4
Below is one molecule with the formula C3H8N4S, with properties calculated with ωB97M-V/def2-TZVPD.

The calculation puts the energy above the lowest of the compared OMol25 structures with the same formula, charge and spin at 229.0 kJ/mol. Its structure (SMILES) is C=NS/C(=N/C)NN. Its charge is 0. As for the spin multiplicity: 1.

```
16
Properties=species:S:1:pos:R:3:forces:R:3
C -2.681084 1.877991 0.931637 0.664 -1.112 0.787
N -1.791165 0.995518 0.661187 -0.524 0.982 0.767
S -0.694151 1.363966 -0.572290 -0.495 1.178 -0.793
C 0.576969 0.208393 -0.340745 0.254 -3.194 0.507
N 1.777004 0.533562 -0.574926 -0.259 0.756 0.124
C 2.860382 -0.427758 -0.507141 -0.542 -0.590 0.029
N 0.137202 -1.106873 0.001399 1.383 1.372 -0.193
N -1.136078 -1.603229 -0.129882 -0.821 -0.225 0.144
H -3.291831 1.767836 1.833484 0.011 -0.510 -0.382
H -2.826469 2.809124 0.435817 0.161 0.738 -0.744
H 3.776042 0.048916 -0.834260 0.103 0.093 -0.044
H 2.693384 -1.323472 -1.158245 0.008 0.485 0.512
H 3.007620 -0.750269 0.542404 -0.002 -0.062 -0.434
H 0.803826 -1.798127 0.295233 0.257 0.241 -0.111
H -1.738289 -1.082877 0.497478 -0.215 -0.196 -0.180
H -1.473362 -1.512702 -1.081152 0.015 0.043 0.009
```
Forces are in eV/Å.

Löwdin population analysis, charges in e, atoms 1 to 8: -0.136, -0.374, 0.972, -0.699, -0.059, -0.149, -0.108, -0.022


Record 5
Below is an isolated ion of composition C3H8N5 and charge +1, with properties calculated with ωB97M-V/def2-TZVPD.

The calculation puts the energy above the lowest of the compared OMol25 structures with the same formula, charge and spin at 562.5 kJ/mol. Its charge is +1. As for the spin multiplicity: 1.

```
16
Properties=species:S:1:pos:R:3:forces:R:3
C -1.110640 1.469871 1.296335 1.103 -1.527 -1.925
C 0.461614 -0.224899 -0.149181 -2.068 1.341 0.444
C 1.023861 -1.148745 -1.114911 0.258 0.350 -1.901
N 0.133103 1.459973 1.456793 2.376 0.849 1.540
N 0.952043 0.659320 0.619461 -1.258 0.049 1.663
N -1.618086 0.918584 0.194402 -1.355 -2.360 -2.667
N -2.750554 0.279399 0.032111 -0.529 0.745 -0.412
N 2.428491 -1.320797 -0.956795 0.406 0.972 -1.090
H -1.641007 2.096077 1.911202 -1.627 1.231 1.532
H 0.584272 -2.138755 -1.126608 -0.659 0.071 0.153
H 0.838726 -0.693132 -2.142196 -0.144 -0.473 1.100
H -3.270694 -0.246832 0.695689 0.403 -0.340 1.601
H -3.363974 0.339658 -0.790675 1.468 0.652 -0.245
H 2.604592 -1.797943 -0.127291 0.714 -1.146 1.603
H 1.845126 0.770479 1.114330 0.420 -0.485 -1.187
H 2.883127 -0.422258 -0.912665 0.492 0.070 -0.209
```
Forces are in eV/Å.

Löwdin population analysis, charges in e, atoms 1 to 8: -0.198, 0.090, -0.250, 0.072, 0.062, 0.035, 0.109, 0.049


Record 6
Below is an isolated ion of composition C3H8N5 and charge +1, with properties calculated with ωB97M-V/def2-TZVPD.

The calculation puts the energy above the lowest of the compared OMol25 structures with the same formula, charge and spin at 0.7 kJ/mol. Its charge is +1. As for the spin multiplicity: 3.

```
16
Properties=species:S:1:pos:R:3:forces:R:3
C -1.101885 1.168863 -0.494186 -5.110 3.357 0.253
C -0.949905 0.800397 1.746134 -0.840 -1.227 2.061
C 0.873548 -0.051206 0.370284 -1.847 0.796 -0.744
N -1.544653 1.409266 0.753649 0.099 0.386 -3.853
N -0.129650 0.318591 -0.711915 4.238 -4.856 -2.834
N 0.044347 -0.078545 1.569669 2.424 -1.783 -0.084
N 1.467698 -1.284188 0.209775 0.012 -1.292 -0.160
N -0.148253 -0.461760 -1.926091 -2.007 3.107 1.711
H -1.710449 1.407213 -1.444498 0.817 0.327 2.045
H -1.568082 0.726553 2.625290 0.536 0.190 0.606
H 1.467826 0.866582 0.275978 0.811 -0.475 0.653
H 0.333740 -0.949934 2.083202 -0.917 1.723 0.240
H 0.815622 -2.065300 0.080761 0.269 0.555 0.149
H 2.320347 -1.474648 -0.295051 0.068 0.733 0.080
H -0.909679 0.091298 -2.419289 1.370 -1.466 -0.240
H 0.739428 -0.423183 -2.423713 0.077 -0.075 0.117
```
Forces are in eV/Å.

Löwdin population analysis, charges in e, atoms 1 to 8: -0.174, -0.166, -0.321, 0.151, -0.069, 0.106, 0.110, 0.193


- What is the charge in the sixth record?
  +1


- What is the charge in the third record?
  0


- What is the formula in the third record?
  C3H8N4O


- What is the formula in the fourth record?
  C3H8N4S